No. 1
The following is a DFT calculation (wB97M-V/def2-TZVPD) of a cluster of 6 separate species, C32H21BrF5O16PS2 in total.

```
78
Properties=species:S:1:pos:R:3:mulliken_charge:R:1
Br -4.839 3.758 2.098 -0.142
S -5.132 -0.296 3.644 0.809
S -3.545 -0.472 1.123 1.177
P -6.156 2.444 3.285 0.249
F -5.977 -0.945 -1.002 -0.232
F -3.975 -1.341 -1.680 -0.221
F -5.365 -2.965 -1.388 -0.251
F -3.723 -3.029 0.669 -0.240
F -5.598 -2.131 1.336 -0.265
O 2.826 -0.423 -1.694 -0.488
O 2.203 1.467 4.566 -0.564
O -6.903 1.616 2.121 -0.408
O 3.373 1.604 0.847 -0.581
O -2.195 -0.727 0.753 -0.534
O -6.160 0.208 -6.070 -0.543
O -4.287 0.642 0.618 -0.534
O -4.647 -0.803 4.897 -0.503
O 5.840 -2.372 -1.748 -0.563
O 4.200 -3.718 3.103 -0.510
O -1.263 1.782 -4.821 -0.506
O -1.217 3.788 2.334 -0.558
O -3.657 -0.536 2.662 -0.264
O 0.707 -3.458 5.806 -0.561
O -4.953 1.281 3.656 -0.096
O 3.971 1.990 -6.266 -0.563
C 2.320 2.113 1.176 0.230
C 4.589 -3.399 1.998 0.321
C 1.867 0.338 4.859 0.416
C 3.962 -0.521 -3.756 -0.239
C -2.989 1.759 -6.423 -0.433
C -3.196 0.616 -4.162 -0.181
C 3.093 0.129 -2.742 0.502
C -0.100 1.885 1.513 -0.364
C 2.254 3.520 1.645 -0.456
C 5.653 -4.052 -0.113 -0.480
C 2.828 -0.787 4.829 -0.340
C 2.851 2.088 -4.196 -0.409
C 4.830 -1.676 0.267 -0.197
C 5.473 -2.668 -0.630 0.330
C 0.466 0.037 5.252 -0.399
C -4.971 -1.792 -0.927 0.654
C 0.090 -1.201 5.562 -0.433
C 4.419 -2.019 1.485 -0.082
C 1.100 4.067 2.012 -0.504
C 2.458 -2.028 5.134 -0.368
C -0.167 3.291 1.984 0.363
C 4.246 0.088 -4.903 -0.458
C -4.512 -1.957 0.561 0.538
C 3.713 1.439 -5.216 0.279
C 2.566 1.481 -3.049 -0.333
C 5.243 -4.391 1.105 -0.480
C -2.382 1.416 -5.111 0.204
C -4.426 0.221 -4.477 -0.126
C -5.037 0.565 -5.787 0.222
C -4.219 1.364 -6.737 -0.409
C 1.053 1.338 1.132 -0.209
C 1.056 -2.332 5.527 0.332
H 4.876 -0.360 -5.662 0.426
H 3.144 -2.864 5.102 0.445
H 3.842 -0.537 4.540 0.518
H 3.936 -1.312 2.147 0.360
H -0.216 0.878 5.265 0.489
H -6.734 1.923 1.210 0.312
H 4.698 -0.675 -0.121 0.435
H 1.133 0.314 0.789 0.693
H 4.349 -1.499 -3.497 0.333
H 6.128 -4.753 -0.788 0.419
H -1.031 1.332 1.499 0.472
H 5.354 -5.391 1.506 0.430
H -2.728 0.381 -3.214 0.536
H 1.023 5.088 2.366 0.432
H 2.466 3.066 -4.451 0.440
H -2.371 2.342 -7.094 0.424
H 1.932 1.926 -2.294 0.514
H -0.924 -1.450 5.849 0.490
H -5.043 -0.361 -3.807 0.373
H 3.195 4.054 1.679 0.455
H -4.687 1.599 -7.684 0.409
```

Output
* energy relative to the best compared isomer or geometry (same formula, charge and spin): 0.0 kcal per mole
* 2S+1: 1
* LUMO energy: -1.56 eV

---

No. 2
The following is a DFT calculation (wB97M-V/def2-TZVPD) of a structure of composition C32H21CaF5I2N7O3SSeTe in a non-equilibrium geometry.

```
74
Properties=species:S:1:pos:R:3:mulliken_charge:R:1
I 0.136 -2.747 3.308 -0.365
I -1.488 -1.447 1.450 0.431
Te 1.058 1.482 -3.311 1.550
Se 4.848 -4.500 -4.730 0.192
Ca 0.143 0.255 -0.590 1.220
S -1.926 2.626 0.112 -0.503
F 1.061 1.127 -5.149 -0.398
F 0.673 -0.470 -3.245 -0.479
F 2.395 2.791 -3.674 -0.370
F 0.070 3.047 -3.773 -0.412
F 2.751 0.545 -3.206 -0.431
O -3.148 -0.579 0.056 -0.884
O -1.112 1.026 -3.673 -0.361
O 0.969 1.772 -1.557 -0.997
N 0.106 -2.440 -1.335 0.164
N 3.095 -4.584 -4.455 -0.893
N 0.061 1.481 1.465 -0.071
N -1.712 0.021 -1.676 0.879
N -3.939 0.075 -1.975 -0.055
N 5.109 -3.293 -3.453 -0.902
N 2.175 -0.919 -0.455 -0.656
C -4.846 1.615 -4.967 -0.375
C 2.819 -3.751 -3.488 0.873
C -4.000 4.051 -3.952 -1.069
C -4.254 -1.953 -3.916 -0.381
C -3.471 -0.847 -4.222 -0.587
C 1.481 -3.540 -2.956 1.007
C 4.761 -1.244 -1.403 -0.700
C -0.116 3.212 3.629 -0.101
C 3.941 -3.029 -2.932 1.073
C -2.701 -0.860 -5.384 0.153
C -2.938 -0.177 -1.097 -0.738
C 2.441 -1.862 -1.372 0.115
C 0.818 1.317 2.562 -0.273
C -0.942 -3.063 -1.842 -0.127
C 0.359 -4.167 -3.493 -0.931
C 3.170 -0.156 -0.021 -0.167
C -2.716 -1.965 -6.219 -0.923
C -3.958 1.646 -3.898 -0.129
C 3.729 -2.051 -1.874 0.595
C -0.850 2.486 1.438 0.355
C -3.407 0.369 -3.289 4.033
C -0.918 3.388 2.534 -0.991
C -0.875 -3.921 -2.936 -0.931
C -3.543 2.873 -3.386 -0.010
C -1.924 0.509 -2.891 -0.639
C 1.304 -2.653 -1.889 -0.661
C -4.877 4.016 -5.029 -0.423
C -3.509 -3.065 -5.915 -0.430
C -4.279 -3.054 -4.764 -0.952
C -5.308 2.797 -5.529 -0.861
C 0.776 2.132 3.664 -1.135
C 4.483 -0.288 -0.456 -0.963
H -4.843 -1.965 -3.009 0.393
H -1.632 4.197 2.472 0.420
H 5.249 0.369 -0.071 0.438
H -2.075 -0.010 -5.621 0.488
H -4.901 -3.905 -4.513 0.408
H 0.483 -4.826 -4.342 0.492
H -5.174 0.664 -5.367 0.470
H -3.652 4.997 -3.559 0.435
H 2.912 0.616 0.697 0.403
H -2.852 2.916 -2.550 0.061
H -2.100 -1.968 -7.109 0.416
H -4.905 0.104 -1.707 0.328
H 1.482 0.456 2.550 0.545
H -3.522 -3.926 -6.572 0.397
H -1.775 -4.370 -3.331 0.488
H 5.753 -1.370 -1.816 0.503
H -5.992 2.763 -6.367 0.397
H -5.213 4.940 -5.483 0.388
H -1.894 -2.872 -1.355 0.413
H -0.178 3.899 4.466 0.348
H 1.402 1.935 4.523 0.401
```

Output
* energy relative to the best compared isomer or geometry (same formula, charge and spin): 39.7 kcal per mole
* 2S+1: 1
* total charge: -1
* LUMO energy: 1.23 eV

---

No. 3
The following is a DFT calculation (wB97M-V/def2-TZVPD) of a structure of composition C32H21Cl2N9O2W in a non-equilibrium geometry.

```
67
Properties=species:S:1:pos:R:3:mulliken_charge:R:1
W -0.008 -0.132 -0.298 0.746
Cl 1.297 -5.402 -4.684 -0.158
Cl -1.591 -6.101 -3.583 -0.157
O 2.646 -0.786 -3.267 -0.540
O -3.108 -2.860 -0.164 -0.603
N 0.167 1.466 0.934 1.176
N 2.276 0.220 0.045 0.241
N 1.060 -1.241 -1.622 0.408
N 0.105 1.493 -1.612 0.286
N -0.044 -0.943 1.667 -0.259
N 0.051 1.306 2.303 -1.723
N -1.215 -1.705 -0.855 0.652
N -2.156 0.492 0.092 0.249
N -0.046 -2.591 3.288 0.188
C -2.485 -1.840 -0.289 -0.015
C -3.037 -0.517 0.113 0.704
C 2.906 0.738 1.103 0.073
C -0.018 -2.207 2.036 -0.414
C -0.768 -4.686 -3.069 0.069
C 4.931 1.002 -0.142 -0.437
C 1.153 -3.231 -3.139 -1.055
C -0.285 -1.202 6.688 -0.479
C 0.554 3.848 -1.797 -1.193
C -0.201 -2.130 5.668 -0.947
C -3.942 1.964 0.657 -0.911
C -0.224 0.606 5.100 -0.618
C 4.235 1.117 1.051 -1.012
C 2.974 0.068 -1.085 0.764
C -4.368 -0.366 0.424 -0.821
C -0.137 -0.319 4.057 0.729
C -0.026 2.556 -3.739 -1.045
C -2.614 1.720 0.367 0.101
C 0.408 2.698 -1.018 1.422
C -1.389 -3.860 -2.153 -1.283
C 0.472 2.656 0.397 -1.137
C -0.296 0.165 6.404 -0.807
C 0.521 -2.398 -2.222 0.507
C -0.128 -1.676 4.360 0.193
C -0.735 -2.705 -1.731 0.791
C 4.281 0.462 -1.242 -0.923
C 2.244 -0.672 -2.145 -0.257
C 0.507 -4.376 -3.560 -0.070
C -0.129 1.446 -2.948 -0.059
C 0.339 3.776 -3.152 -0.266
C -4.838 0.908 0.697 -0.406
C -0.055 0.077 2.657 0.115
H -0.235 1.661 4.861 0.495
H -0.344 -1.543 7.713 0.433
H -4.998 -1.244 0.427 0.570
H 0.664 3.516 1.024 0.480
H -0.024 -3.581 3.491 0.330
H -4.258 2.979 0.853 0.471
H -2.364 -4.128 -1.783 0.692
H -1.905 2.530 0.353 0.344
H 4.763 0.317 -2.200 0.562
H 0.820 4.781 -1.317 0.535
H -0.205 2.473 -4.802 0.491
H 2.334 0.867 2.009 0.381
H -0.369 0.475 -3.360 0.419
H 2.129 -2.999 -3.535 0.647
H 4.706 1.508 1.942 0.482
H -0.362 0.880 7.213 0.454
H -0.195 -3.192 5.884 0.442
H 0.013 -2.975 1.272 0.511
H -5.882 1.077 0.927 0.488
H 5.965 1.315 -0.211 0.493
H 0.445 4.661 -3.765 0.461
```

Output
* <S²>: 2.0221
* 2S+1: 3
* total charge: +2
* LUMO energy (spin up / spin down): -7.14 / -7.12 eV